(1)
This record from OMol25 describes a 11-piece molecular cluster, C32H75N10O11 overall at a distorted geometry. The level of theory is wB97M-V/def2-TZVPD.

Element x y z (Å)
C 6.547 -19.707 18.751
C 6.576 -18.157 18.740
O 5.750 -17.508 19.689
H 7.099 -20.126 19.592
H 6.847 -20.236 17.846
H 5.503 -20.020 18.770
H 6.338 -17.798 17.739
H 7.615 -17.852 18.863
C 10.412 -18.091 16.304
O 11.167 -18.954 15.861
N 10.533 -16.790 15.966
C 9.753 -15.787 16.748
C 11.553 -16.124 15.082
H 9.508 -18.183 16.926
H 10.497 -15.385 17.437
H 8.837 -16.090 17.254
H 9.471 -14.937 16.128
H 11.087 -15.313 14.523
H 12.342 -15.695 15.701
H 12.048 -16.908 14.509
C 4.558 -12.915 17.337
O 3.637 -12.364 16.720
N 5.281 -13.907 16.744
C 6.522 -14.392 17.250
C 4.831 -14.484 15.474
H 4.913 -12.725 18.362
H 6.491 -15.467 17.428
H 6.863 -13.895 18.158
H 7.273 -14.331 16.462
H 5.328 -15.453 15.433
H 3.769 -14.728 15.464
H 5.193 -13.934 14.605
C 2.041 -19.271 17.312
O 2.990 -19.223 18.157
N 1.966 -18.808 16.053
C 0.747 -18.894 15.283
C 3.000 -17.990 15.304
H 1.115 -19.740 17.680
H 0.348 -17.915 15.020
H -0.102 -19.282 15.846
H 1.007 -19.427 14.369
H 3.085 -18.351 14.280
H 2.742 -16.941 15.452
H 4.003 -18.141 15.705
C 8.759 -16.167 21.922
O 8.455 -15.967 23.101
N 9.930 -16.065 21.394
C 10.002 -16.238 19.967
C 11.040 -15.487 22.122
H 7.995 -16.580 21.245
H 9.515 -17.141 19.599
H 11.039 -16.461 19.713
H 9.600 -15.392 19.411
H 10.790 -14.546 22.612
H 11.186 -16.124 22.994
H 12.027 -15.468 21.661
C 7.904 -22.722 16.411
O 8.801 -22.046 16.815
N 8.018 -23.991 15.902
C 6.823 -24.708 15.614
C 9.287 -24.669 15.993
H 6.845 -22.445 16.535
H 5.998 -24.111 15.225
H 6.530 -25.236 16.521
H 7.046 -25.430 14.829
H 9.584 -24.817 14.955
H 10.132 -24.203 16.501
H 9.198 -25.652 16.457
C 3.094 -21.923 19.868
O 3.732 -21.048 20.415
N 3.612 -22.883 19.080
C 2.824 -23.932 18.445
C 5.014 -23.127 18.934
H 1.993 -21.965 19.856
H 2.918 -24.949 18.823
H 3.186 -24.017 17.421
H 1.749 -23.755 18.390
H 5.394 -22.954 17.927
H 5.649 -22.506 19.565
H 5.277 -24.143 19.225
C 4.621 -21.035 15.267
O 5.563 -20.603 14.608
N 3.694 -21.818 14.649
C 2.585 -22.463 15.410
C 3.805 -22.237 13.239
H 4.383 -20.813 16.319
H 1.673 -22.230 14.861
H 2.465 -22.081 16.424
H 2.785 -23.525 15.549
H 2.901 -22.699 12.842
H 3.959 -21.339 12.641
H 4.681 -22.821 12.956
C 5.706 -20.709 23.593
O 5.379 -19.844 22.761
N 6.259 -21.887 23.309
C 6.607 -22.409 21.989
C 6.511 -22.828 24.454
H 5.299 -20.655 24.614
H 6.469 -21.687 21.184
H 6.029 -23.308 21.774
H 7.609 -22.837 21.986
H 5.842 -23.685 24.533
H 7.468 -23.326 24.301
H 6.444 -22.313 25.412
C 12.038 -21.819 21.692
O 11.872 -22.460 22.747
N 11.190 -21.558 20.687
C 11.501 -20.713 19.522
C 9.715 -21.690 20.788
H 12.997 -21.465 21.283
H 10.907 -20.935 18.636
H 12.557 -20.585 19.281
H 11.285 -19.660 19.705
H 9.202 -20.781 21.102
H 9.275 -21.922 19.819
H 9.510 -22.493 21.496
C 4.330 -14.644 21.284
O 3.386 -15.346 21.154
N 4.333 -13.628 22.138
C 5.619 -12.967 22.507
C 3.140 -13.045 22.831
H 5.244 -14.919 20.736
H 6.382 -13.367 21.839
H 5.823 -13.010 23.577
H 5.455 -11.925 22.232
H 2.876 -12.227 22.161
H 2.256 -13.683 22.849
H 3.225 -12.732 23.872

Calculated values
Kohn-Sham gap (spin up / spin down) in hartree: 0.32297 / 0.28506
E_LUMO (spin up / spin down) in eV: 0.24 / -0.79
HOMO level (spin up / spin down) in eV: -8.552 / -8.552
2S+1: 2
<S²>: 0.7538

Here are the Löwdin charges for atoms 1 to 6, given in e:
1. C -0.044
2. C -0.319
3. O 0.029
4. H 0.059
5. H 0.061
6. H 0.048

---

(2)
This record from OMol25 describes a 2-piece molecular cluster, C9H16NO overall at a distorted geometry. The level of theory is wB97M-V/def2-TZVPD.

Element x y z (Å)
C 2.097 0.943 0.944
C 2.886 -0.184 1.560
N 0.998 1.378 1.909
H 2.750 1.795 0.791
H 1.600 0.696 0.018
H 3.169 0.074 2.594
H 3.850 -0.318 1.087
H 0.047 1.271 1.543
H 1.112 0.899 2.796
H 1.100 2.379 2.077
H 2.322 -1.105 1.700
C 0.435 -1.133 -3.124
C -1.698 0.057 0.444
C -1.097 0.987 -0.380
C -1.361 -1.283 0.246
C -0.367 0.632 -1.515
C -0.702 -1.659 -0.922
C -0.255 -0.712 -1.843
O -2.179 0.418 1.691
H -3.133 0.285 1.788
H -1.324 2.039 -0.218
H -1.469 -1.941 1.096
H 0.119 1.393 -2.111
H -0.786 -2.688 -1.136
H -0.203 -1.833 -3.660
H 1.432 -1.521 -2.947
H 0.549 -0.252 -3.742

Calculated values
Charge: +1
Kohn-Sham gap in hartree: 0.34161
E_LUMO in eV: -3.09
HOMO level in eV: -12.387

Here are the Löwdin charges for atoms 1 to 6, given in e:
1. C -0.164
2. C -0.068
3. N 0.211
4. H 0.129
5. H 0.095
6. H 0.089

---

(3)
This record from OMol25 describes one molecule with the formula C5H8O2. The level of theory is wB97M-V/def2-TZVPD.

Element x y z (Å)
C 2.788 -0.062 0.344
C 1.441 0.363 0.834
O 0.595 0.244 -0.171
C -0.760 0.110 0.251
C -1.877 1.009 -0.282
O -2.618 -0.146 -0.715
C -1.488 -1.002 -0.493
H 3.012 -0.915 1.003
H 2.834 -0.387 -0.702
H 3.549 0.689 0.573
H -0.741 0.031 1.336
H -2.417 1.570 0.488
H -1.606 1.673 -1.111
H -0.981 -1.271 -1.430
H -1.731 -1.906 0.073

Calculated values
Kohn-Sham gap in hartree: 0.35501
E_LUMO in eV: 1.05
HOMO level in eV: -8.615

Here are the Löwdin charges for atoms 1 to 6, given in e:
1. C -0.116
2. C -0.067
3. O -0.070
4. C -0.270
5. C -0.112
6. O -0.102

---

(4)
This record from OMol25 describes a 8-piece molecular cluster, C23H63FN2O9PS overall at a distorted geometry. The level of theory is wB97M-V/def2-TZVPD.

Element x y z (Å)
C 1.531 0.277 -0.289
C 1.605 -1.213 -0.494
F 2.162 -1.454 -1.762
C 0.279 -1.974 -0.505
C -1.053 -1.203 -0.606
C -2.094 -2.095 0.118
P -3.779 -2.266 -0.706
N -4.904 -2.210 0.577
O -3.931 -0.766 -1.289
N -1.362 -3.391 0.294
C -1.987 -4.516 1.069
C -2.271 -5.708 0.168
C -0.998 -6.434 -0.287
S -0.666 -7.799 0.858
C 0.029 -2.878 0.685
O 0.958 -3.857 0.916
H 1.463 0.573 0.752
H 2.464 0.698 -0.661
H 0.743 0.731 -0.888
H 2.304 -1.649 0.216
H 0.362 -2.664 -1.353
H -1.014 -0.226 -0.139
H -1.313 -1.085 -1.657
H -2.238 -1.693 1.126
H -4.961 -1.311 1.053
H -4.739 -2.905 1.297
H -4.082 -0.094 -0.617
H -1.268 -3.740 -0.665
H -2.915 -4.146 1.498
H -1.299 -4.807 1.860
H -2.841 -5.392 -0.711
H -2.927 -6.394 0.705
H -1.104 -6.807 -1.303
H -0.133 -5.769 -0.282
H 0.665 -7.831 0.771
H -0.153 -2.270 1.577
H 0.917 -4.142 1.828
C 4.626 1.325 -4.029
C 3.306 1.489 -3.299
O 3.413 2.438 -2.229
H 5.405 1.001 -3.337
H 4.542 0.589 -4.830
H 4.945 2.272 -4.469
H 3.000 0.548 -2.850
H 2.525 1.810 -3.994
H 3.665 3.276 -2.628
C 5.942 1.044 1.547
C 4.902 0.137 2.174
O 4.204 -0.631 1.190
H 5.475 1.714 0.825
H 6.445 1.643 2.307
H 6.698 0.458 1.019
H 4.141 0.725 2.686
H 5.363 -0.531 2.907
H 4.850 -1.168 0.722
C -1.491 0.741 4.228
C -0.571 0.221 3.139
O 0.050 1.265 2.406
H -2.257 1.389 3.800
H -1.978 -0.077 4.760
H -0.928 1.329 4.954
H -1.143 -0.355 2.408
H 0.191 -0.439 3.573
H 0.563 1.793 3.029
C -0.675 5.256 2.720
C -0.056 5.140 4.102
O 1.357 5.028 4.057
H -0.373 4.404 2.109
H -1.765 5.284 2.780
H -0.343 6.161 2.208
H -0.407 4.231 4.592
H -0.354 5.989 4.727
H 1.725 5.819 3.639
C -8.073 -5.281 -0.450
C -7.110 -5.901 -1.444
O -6.413 -4.916 -2.203
H -8.793 -4.647 -0.966
H -8.616 -6.049 0.102
H -7.537 -4.656 0.270
H -7.647 -6.510 -2.169
H -6.394 -6.552 -0.929
H -5.917 -4.367 -1.590
C -0.874 1.822 -4.941
C -0.155 3.034 -5.506
O 1.164 2.719 -5.942
H -0.305 1.400 -4.110
H -1.871 2.088 -4.587
H -0.979 1.045 -5.702
H -0.039 3.799 -4.739
H -0.727 3.468 -6.331
H 1.099 2.057 -6.637
C 4.085 7.776 0.342
C 3.679 6.545 1.127
O 2.676 6.841 2.102
H 4.454 8.551 1.014
H 4.868 7.536 -0.378
H 3.233 8.186 -0.205
H 4.524 6.147 1.685
H 3.317 5.760 0.456
H 1.909 7.192 1.639

Calculated values
Charge: +1
Kohn-Sham gap in hartree: 0.33244
E_LUMO in eV: -2.57
HOMO level in eV: -11.617

Here are the Löwdin charges for atoms 1 to 6, given in e:
1. C -0.014
2. C -0.303
3. F -0.024
4. C -0.163
5. C -0.094
6. C -0.366

---

(5)
This record from OMol25 describes C14H31ClF3HgN5O11 as an isolated structure at a distorted geometry. The level of theory is wB97M-V/def2-TZVPD.

Element x y z (Å)
Hg 3.037 -11.912 5.944
C 1.546 -12.675 9.131
O 0.246 -13.069 8.687
O 2.268 -12.191 8.150
C 1.287 -11.698 10.312
F 2.317 -11.698 11.193
F 1.148 -10.428 9.919
F 0.197 -12.025 11.022
C -0.046 -14.442 9.045
C -1.420 -14.816 8.509
H -2.156 -14.152 8.969
H -1.415 -14.654 7.433
H -1.649 -15.853 8.735
H -0.074 -14.489 10.136
H 0.722 -15.034 8.544
H 2.065 -13.542 9.574
Cl 1.815 -15.484 5.492
O 1.746 -15.577 6.931
O 2.532 -14.251 5.152
O 2.553 -16.607 4.982
O 0.513 -15.438 4.893
O 4.898 -10.555 6.959
C 5.286 -10.567 8.137
N 4.534 -11.144 9.087
C 6.631 -9.998 8.506
H 4.903 -11.321 10.003
H 3.594 -11.475 8.805
H 6.645 -8.958 8.813
H 7.321 -10.166 7.681
H 7.059 -10.622 9.302
O 4.226 -11.224 4.073
C 5.186 -10.732 3.511
N 5.775 -11.310 2.445
C 5.706 -9.383 3.937
H 5.511 -12.252 2.203
H 6.657 -10.966 2.114
H 5.094 -9.074 4.784
H 5.706 -8.633 3.148
H 6.714 -9.390 4.367
O 0.863 -11.934 5.267
C -0.362 -11.892 5.294
N -1.033 -11.746 6.445
C -1.100 -12.030 3.983
H -2.036 -11.765 6.480
H -0.505 -11.990 7.298
H -2.077 -11.542 4.018
H -1.180 -13.092 3.758
H -0.515 -11.538 3.212
O 2.340 -9.549 5.859
C 1.896 -8.734 6.673
N 0.753 -8.972 7.330
C 2.650 -7.477 7.042
H 0.259 -9.802 7.036
H 0.431 -8.412 8.093
H 2.799 -7.362 8.110
H 2.177 -6.644 6.515
H 3.625 -7.540 6.556
O 5.114 -13.226 6.199
C 6.127 -13.832 6.477
N 6.050 -15.141 6.825
C 7.506 -13.210 6.417
H 5.088 -15.460 6.871
H 6.717 -15.687 7.336
H 8.010 -13.281 7.375
H 7.432 -12.225 5.969
H 8.036 -13.815 5.670

Calculated values
Kohn-Sham gap in hartree: 0.32638
E_LUMO in eV: 0.26
HOMO level in eV: -8.625

Here are the Löwdin charges for atoms 1 to 6, given in e:
1. Hg 1.257
2. C -0.472
3. O -0.139
4. O -0.214
5. C -0.546
6. F 0.113

---

(6)
This record from OMol25 describes one molecule with the formula C16H10N4O3S3 at a distorted geometry. The level of theory is wB97M-V/def2-TZVPD.

Element x y z (Å)
O -3.287 -0.452 1.583
C -2.487 -0.129 0.700
C -2.158 1.283 0.408
S -2.990 2.680 1.168
C -2.483 2.504 2.840
N -1.848 3.391 3.564
N -1.513 2.801 4.757
C -1.999 1.573 4.769
N -2.599 1.359 3.581
C -1.197 1.593 -0.519
C -0.376 0.558 -1.205
N 0.732 0.752 -1.861
S 1.191 2.297 -2.424
O 0.036 3.200 -2.717
O 1.902 2.108 -3.655
C 2.305 3.003 -1.202
C 3.358 2.360 -0.595
C 3.986 3.223 0.406
C 3.444 4.482 0.428
S 2.087 4.662 -0.654
C -0.740 -0.877 -0.997
C -0.133 -1.910 -1.723
C -0.460 -3.249 -1.459
C -1.439 -3.577 -0.515
C -2.047 -2.561 0.191
C -1.725 -1.191 -0.035
H -1.885 0.826 5.566
H -3.067 0.476 3.264
H -1.075 2.638 -0.720
H 3.553 1.316 -0.755
H 4.739 2.856 1.043
H 3.650 5.222 1.184
H 0.624 -1.647 -2.445
H 0.036 -4.047 -1.974
H -1.671 -4.599 -0.343
H -2.791 -2.808 0.943

Calculated values
Structure (SMILES): O=C1C(Sc2nnc[nH]2)=C/C(=N\S(=O)(=O)c2cccs2)c2ccccc21
Kohn-Sham gap in hartree: 0.25401
E_LUMO in eV: -2.41
HOMO level in eV: -9.319

Here are the Löwdin charges for atoms 1 to 6, given in e:
1. O 0.051
2. C -0.309
3. C -0.388
4. S 1.044
5. C -0.660
6. N 0.006

---

(7)
This record from OMol25 describes one molecule with the formula C3H2N2S at a distorted geometry. The level of theory is wB97M-V/def2-TZVPD.

Element x y z (Å)
S 1.108 1.027 2.150
C 0.434 0.596 0.762
C 0.973 -0.441 -0.403
N -0.024 -0.785 -1.162
C -1.213 -0.035 -0.563
N -0.880 0.883 0.405
H 2.010 -0.794 -0.357
H -2.409 -0.450 -0.831

Calculated values
Structure (SMILES): S=C1C=NC=N1
Kohn-Sham gap in hartree: 0.27004
E_LUMO in eV: -2.01
HOMO level in eV: -9.359

Here are the Löwdin charges for atoms 1 to 6, given in e:
1. S 0.757
2. C -0.869
3. C -0.106
4. N 0.034
5. C -0.089
6. N -0.017

---

(8)
This record from OMol25 describes C28H36N2SV as an isolated structure at a distorted geometry. The level of theory is wB97M-V/def2-TZVPD.

Element x y z (Å)
V 0.267 -0.528 0.663
C 3.325 0.126 -0.394
C 2.209 0.716 0.441
C 1.437 1.807 -0.024
C 1.814 2.489 -1.300
C 0.357 2.304 0.773
C -0.319 3.576 0.410
C -0.029 1.589 1.938
C -1.258 1.983 2.697
C 0.859 0.610 2.490
C 0.647 0.122 3.909
C 2.058 0.288 1.812
C 3.192 -0.405 2.521
H 4.219 0.757 -0.351
H 3.051 0.044 -1.444
H 3.609 -0.863 -0.040
H 0.958 2.846 -1.869
H 2.440 1.887 -1.949
H 2.399 3.378 -1.030
H -0.305 3.792 -0.655
H 0.250 4.386 0.894
H -1.337 3.655 0.780
H -1.009 2.840 3.336
H -1.622 1.200 3.352
H -2.067 2.300 2.045
H -0.372 -0.209 4.101
H 0.843 0.943 4.607
H 1.331 -0.679 4.170
H 2.997 -1.456 2.743
H 3.363 0.099 3.473
H 4.110 -0.354 1.946
C -4.586 -4.526 1.833
N -4.243 -3.403 0.881
C -3.886 -3.940 -0.477
C -3.175 -2.520 1.485
C -2.887 -1.275 0.667
C -3.907 -0.389 0.360
C -3.708 0.746 -0.451
C -2.475 1.019 -0.998
C -1.414 0.164 -0.660
C -1.606 -0.914 0.213
H -5.382 -5.120 1.391
H -4.917 -4.104 2.778
H -3.697 -5.137 1.970
H -5.093 -2.847 0.777
H -2.988 -4.545 -0.375
H -3.726 -3.116 -1.168
H -4.710 -4.558 -0.826
H -2.292 -3.146 1.591
H -3.536 -2.254 2.478
H -4.903 -0.554 0.765
H -4.549 1.392 -0.678
H -2.347 1.819 -1.717
H -0.465 0.289 -1.221
S 1.487 -4.544 2.185
C 0.833 -3.011 2.245
N 0.696 -2.401 1.067
C 1.111 -3.245 0.006
C 1.085 -2.942 -1.354
C 1.557 -3.892 -2.236
C 2.043 -5.128 -1.777
C 2.059 -5.438 -0.433
C 1.583 -4.473 0.454
H 0.567 -2.549 3.186
H 0.694 -1.999 -1.730
H 1.551 -3.685 -3.299
H 2.413 -5.852 -2.492
H 2.439 -6.390 -0.083

Calculated values
Charge: +4
Kohn-Sham gap (spin up / spin down) in hartree: 0.18329 / 0.23705
E_LUMO (spin up / spin down) in eV: -15.19 / -13.74
HOMO level (spin up / spin down) in eV: -20.175 / -20.188
2S+1: 2
<S²>: 1.1652

Here are the Löwdin charges for atoms 1 to 6, given in e:
1. V 1.043
2. C 0.008
3. C -0.209
4. C -0.146
5. C 0.035
6. C -0.127

---

Values for total energy, a.u., ordered as above
-2639.22771, -482.27625, -345.64590, -2539.92193, -2566.52407, -2254.94082, -623.10976, -2538.68472